(i)
A cluster of 2 separate species, C3H10NO in total. Source: OMol25; level of theory: the ωB97M-V functional and the def2-TZVPD basis.

```
! RIJCOSX wB97M-V def2-TZVPD def2/J DEFGRID3
* xyz -1 1
C -0.8247 -0.7387 2.3250
O 0.0179 0.1986 1.8145
H -0.9842 -1.6089 1.6391
H -1.8300 -0.3213 2.5534
H -0.4261 -1.2216 3.2356
C -0.6455 0.0359 -1.6485
N 0.4289 -0.2570 -0.7321
C 1.5202 0.6817 -0.9038
H -0.3883 -0.2183 -2.6785
H -0.9035 1.1154 -1.6970
H -1.5251 -0.5633 -1.3946
H 0.1138 -0.0113 0.2807
H 2.1495 0.4796 -1.7739
H 1.1692 1.7367 -1.0158
H 2.1279 0.6926 -0.0040
*
```

## Properties
**Molecular weight**: 76.12 g mol⁻¹
**Highest occupied orbital energy**: -2.61 eV
**E_LUMO**: 4.44 eV

These are the natural (NBO) partial charges, in e, on atoms 1 to 4: -0.20 -0.96 0.09 0.09

=====

(ii)
A cluster of 2 separate species, C3H10NO in total. Source: OMol25; level of theory: the ωB97M-V functional and the def2-TZVPD basis.

```
! RIJCOSX wB97M-V def2-TZVPD def2/J DEFGRID3
* xyz -1 1
N 1.0184 2.1740 1.2528
C -0.1604 1.4649 0.6497
O -0.3407 0.2081 1.0479
H 1.7768 1.4978 1.2106
H 0.8318 2.2837 2.2461
H -1.0232 2.1469 0.8603
H 0.0349 1.5700 -0.4527
C -0.5916 -1.3361 -1.8911
C 0.0572 -2.2481 -0.8480
H -1.6711 -1.2767 -1.7322
H -0.4169 -1.6798 -2.9150
H -0.2345 -0.3140 -1.7671
H -0.3677 -3.2526 -0.9496
H 1.1390 -2.2736 -0.9864
H -0.1544 -1.8328 0.1370
*
```

## Properties
**Molecular weight**: 76.12 g mol⁻¹
**Highest occupied orbital energy**: -2.47 eV
**E_LUMO**: 4.34 eV

These are the natural (NBO) partial charges, in e, on atoms 1 to 4: -0.91 0.14 -0.96 0.33

=====

Of them, (i) has the lowest stability.

=====

(i)
An isolated molecule of C3H5F2N. Source: OMol25; level of theory: the ωB97M-V functional and the def2-TZVPD basis.

```
! RIJCOSX wB97M-V def2-TZVPD def2/J DEFGRID3
* xyz 0 1
N -0.4701 -1.0869 -0.9922
C -0.5377 0.1169 -0.1958
C 0.1473 -0.0363 1.1751
C 0.7320 0.7507 0.0806
F 1.8922 0.3050 -0.5156
F 0.8089 2.0807 0.1566
H -0.2202 -0.8242 -1.9952
H -1.4030 -1.4791 -1.0645
H -1.4123 0.7719 -0.1089
H -0.1675 0.3914 2.1157
H 0.6305 -0.9901 1.3442
*
```

## Properties
**Molecular weight**: 93.08 g mol⁻¹
**Highest occupied orbital energy**: -9.94 eV
**E_LUMO**: 0.93 eV
**SMILES string**: N[C@H]1CC1(F)F

These are the natural (NBO) partial charges, in e, on atoms 1 to 4: -0.81 -0.13 -0.50 0.67

=====

(ii)
An isolated molecule of C3H5F2N. Source: OMol25; level of theory: the ωB97M-V functional and the def2-TZVPD basis.

```
! RIJCOSX wB97M-V def2-TZVPD def2/J DEFGRID3
* xyz 0 1
N 1.3829 0.4801 -0.8541
C 0.2709 0.4590 0.0384
F -0.2719 1.6265 0.2880
C -0.3144 -0.6659 1.0018
C -0.9512 -0.5736 -0.3490
F -2.2663 -0.3363 -0.3634
H 1.3195 1.4418 -1.2571
H 2.2950 0.6508 -0.4505
H -0.9990 -0.2388 1.7748
H 0.2879 -1.5291 1.3084
H -0.7534 -1.3146 -1.1373
*
```

## Properties
**Molecular weight**: 93.08 g mol⁻¹
**Highest occupied orbital energy**: -9.08 eV
**E_LUMO**: 1.01 eV
**SMILES string**: N[C@]1(F)C[C@H]1F

These are the natural (NBO) partial charges, in e, on atoms 1 to 4: -0.83 0.46 -0.34 -0.49

=====

Of them, (ii) has the lowest stability.